Computed, not measured: a molecular structure, C39H46N3O6ReS2Si, with ωB97M-V/def2-TZVPD.

The charge is +1. The value obtained for the HOMO energy (spin up / spin down) is -10.52 / -10.73 eV. The energy above the lowest of the compared OMol25 structures with the same formula, charge and spin comes out at 0.00 kcal per mole. The spin multiplicity is 2. The total energy is -89619.103 eV. For the orbital gap (spin up / spin down), the calculation gives 7.283 / 7.224 eV. The calculation puts the max |F| at 1.01 eV/A.

Each line ends with the Löwdin charge.
Cartesian coordinates (Å):
Re 0.49209 -0.59314 -0.14892  1.603
C 0.97875 0.10918 1.80336  -0.304
Si 0.58014 1.95608 1.77244  0.671
C -0.84368 2.03720 0.51002  -0.205
N -0.62109 1.21858 -0.72771  -0.268
C -1.94308 0.80740 -1.28635  -0.204
C -2.86131 1.98219 -1.59985  -0.153
C -2.12172 3.08729 -2.37839  -0.169
C -0.79536 2.54755 -2.89843  -0.161
C 0.10607 2.06067 -1.77056  -0.151
C 2.07507 2.97988 1.31529  -0.270
C 1.91226 4.22133 0.69170  -0.101
C 3.00103 5.03827 0.42292  -0.073
C 4.27882 4.63165 0.79024  -0.077
C 4.45832 3.41026 1.42464  -0.079
C 3.36501 2.59217 1.68161  -0.118
C -0.10777 2.63174 3.38054  -0.231
C -1.41129 2.38607 3.82744  -0.109
C -1.86159 2.87349 5.04523  -0.082
C -1.01302 3.62339 5.84877  -0.075
C 0.27907 3.89130 5.42130  -0.069
C 0.72360 3.40369 4.19918  -0.079
H 0.53007 -0.39307 2.65054  0.020
H 2.05687 -0.06276 1.89496  0.019
H -1.15752 3.04971 0.24248  0.095
H -1.69757 1.59371 1.03551  0.076
H -2.41134 0.12196 -0.57926  0.111
H -1.73976 0.24616 -2.19176  0.083
H -3.30314 2.37960 -0.68508  0.109
H -3.68951 1.58221 -2.18903  0.118
H -1.93526 3.95042 -1.73381  0.109
H -2.73435 3.44916 -3.20301  0.113
H -0.24395 3.31263 -3.44707  0.125
H -0.97537 1.73458 -3.60804  0.116
H 0.54049 2.90626 -1.23912  0.106
H 0.91997 1.47744 -2.18797  0.084
H 0.91948 4.56815 0.41898  0.102
H 2.85411 5.99503 -0.06183  0.107
H 5.12977 5.26931 0.58807  0.109
H 5.45033 3.08740 1.71532  0.117
H 3.53173 1.63614 2.16474  0.099
H -2.11668 1.83424 3.21092  0.082
H -2.87762 2.67807 5.36474  0.105
H -1.36211 4.00517 6.79927  0.108
H 0.94255 4.48496 6.03712  0.109
H 1.73363 3.62939 3.87742  0.099
O 0.72787 -0.78973 -2.64797  -0.327
S -0.01030 -2.04354 -2.70980  0.623
O 0.65703 -3.23705 -3.12780  -0.234
N -0.52663 -2.08690 -1.19845  -0.252
C -1.22788 -3.10998 -0.57759  -0.270
C -1.57868 -4.34278 -1.06556  -0.004
C -2.36582 -5.19842 -0.26389  -0.042
C -2.81103 -4.82334 0.97119  -0.020
C -2.47133 -3.54821 1.48291  -0.142
C -2.93279 -3.03143 2.71330  0.026
C -2.57639 -1.76274 3.07178  -0.008
C -1.71014 -1.02595 2.24905  -0.115
N -1.21495 -1.47596 1.11347  0.011
C -1.64475 -2.71726 0.71107  -0.156
C -1.41485 -1.82491 -3.76232  -0.279
C -2.72080 -1.89270 -3.29588  -0.069
C -3.76444 -1.72016 -4.19465  -0.056
C -3.49837 -1.47670 -5.53417  -0.057
C -2.18670 -1.40628 -5.98803  -0.052
C -1.13598 -1.58573 -5.10391  -0.047
H -1.25748 -4.65553 -2.05003  0.121
H -2.62695 -6.17249 -0.65628  0.118
H -3.43097 -5.48170 1.56564  0.121
H -3.57136 -3.63715 3.34439  0.131
H -2.92372 -1.30947 3.98970  0.119
H -1.40080 -0.04514 2.56663  0.069
H -2.92509 -2.07152 -2.25091  0.106
H -4.78674 -1.77660 -3.84423  0.113
H -4.31652 -1.34305 -6.22944  0.113
H -1.98077 -1.21714 -7.03319  0.115
H -0.10962 -1.54251 -5.44707  0.127
C 1.80405 -4.38409 1.58740  -0.117
C 2.04962 -4.54858 0.07599  -0.122
C 2.51871 -3.17927 -0.35766  -0.144
O 1.72339 -2.27835 0.47358  -0.320
C 1.69145 -2.87083 1.79994  -0.147
H 2.63334 -4.78191 2.16966  0.116
H 0.89917 -4.90230 1.90168  0.110
H 1.12533 -4.80713 -0.44294  0.100
H 2.78914 -5.31547 -0.14748  0.126
H 2.34152 -2.92845 -1.39646  0.094
H 3.56639 -2.99470 -0.11637  0.135
H 0.76861 -2.55952 2.27140  0.097
H 2.53576 -2.46883 2.36045  0.135
C 4.08101 1.64456 -1.50001  -0.098
S 3.59395 0.10005 -0.81433  0.510
O 4.19048 -0.07573 0.48115  -0.282
O 3.76584 -0.91609 -1.80472  -0.268
O 2.06782 0.39502 -0.62685  -0.533
H 5.16376 1.61072 -1.60571  0.087
H 3.78326 2.44559 -0.82663  0.040
H 3.60919 1.73531 -2.47866  0.081

Forces on the atoms, in the same order (eV/Å):
Re -0.6 -0.8 0.3
C 0.2 0.3 -0.2
Si 0.1 -0.1 0.0
C 0.0 0.0 0.1
N 0.2 -0.1 0.1
C 0.0 0.0 0.0
C -0.1 0.0 0.0
C 0.0 0.0 0.0
C 0.0 0.0 0.0
C 0.0 -0.1 0.0
C -0.1 0.1 0.0
C 0.0 0.0 0.0
C 0.0 0.0 0.0
C 0.0 0.0 0.0
C 0.0 0.1 0.1
C 0.0 0.0 0.2
C 0.0 0.0 0.0
C 0.0 0.0 0.0
C 0.0 0.0 0.0
C 0.0 0.0 0.0
C 0.0 0.0 0.0
C 0.0 -0.1 0.0
H -0.1 0.0 0.0
H 0.0 0.1 0.0
H 0.0 0.0 0.0
H 0.0 0.0 0.0
H 0.0 0.0 0.0
H 0.0 0.0 -0.1
H 0.0 0.0 0.0
H 0.0 0.0 0.0
H 0.0 0.0 0.0
H 0.0 0.0 0.0
H 0.0 0.0 0.0
H 0.0 0.0 0.0
H 0.0 0.0 0.0
H -0.1 0.0 0.1
H 0.0 0.0 0.0
H 0.0 0.0 0.0
H 0.0 0.0 0.0
H 0.0 0.0 0.0
H 0.0 0.1 0.0
H 0.0 0.0 0.0
H 0.0 0.0 0.0
H 0.0 0.0 0.0
H 0.0 0.0 0.0
H 0.0 0.0 0.0
O 0.2 0.2 -0.1
S -0.4 -0.3 -0.1
O 0.0 0.1 -0.1
N 0.0 0.0 0.2
C 0.0 0.0 0.0
C 0.0 0.1 0.0
C 0.0 -0.1 -0.1
C 0.0 0.0 0.0
C 0.0 0.1 0.0
C 0.0 0.0 0.0
C 0.0 0.0 0.0
C 0.0 0.0 0.0
N 0.0 0.0 0.0
C 0.0 0.1 0.0
C 0.1 0.0 0.0
C 0.1 0.0 0.0
C 0.0 0.0 0.0
C 0.0 0.0 0.0
C 0.0 0.0 0.0
C 0.0 0.0 0.0
H 0.0 0.0 0.0
H 0.0 0.0 0.0
H 0.0 0.0 0.0
H 0.0 0.0 0.0
H 0.0 0.0 0.0
H 0.0 0.1 0.0
H 0.0 0.0 0.1
H 0.0 0.0 0.0
H 0.0 0.0 0.0
H 0.0 0.0 0.0
H 0.0 0.0 0.0
C 0.0 0.0 0.0
C 0.0 -0.1 0.0
C 0.0 0.1 0.1
O -0.2 0.0 0.0
C 0.1 0.0 -0.1
H 0.0 0.0 0.0
H 0.0 0.0 0.0
H 0.0 0.0 0.0
H 0.0 0.0 0.0
H 0.0 0.0 0.0
H 0.0 0.0 0.0
H -0.1 0.0 0.1
H 0.0 0.0 0.0
C 0.0 0.0 -0.1
S 0.1 0.2 0.2
O 0.0 -0.1 -0.1
O 0.0 -0.1 0.0
O 0.4 0.5 -0.2
H 0.0 0.0 0.0
H 0.0 -0.1 -0.1
H 0.0 0.0 0.1